{"formula": "C25H27FeN4OP2S2", "method": "ωB97M-V/def2-TZVPD", "elements": ["Fe", "N", "C", "C", "C", "C", "C", "C", "N", "C", "C", "C", "S", "C", "N", "H", "H", "H", "H", "H", "H", "H", "C", "P", "C", "C", "C", "C", "C", "C", "C", "P", "C", "C", "H", "H", "H", "H", "H", "H", "H", "H", "H", "H", "H", "H", "H", "H", "H", "H", "O", "N", "C", "C", "C", "C", "C", "S", "H", "H", "H", "H"], "positions_angstrom": [[0.9328, 0.2682, -0.9574], [-1.2291, -3.4406, -0.5423], [-2.4873, -2.8764, -0.7236], [-3.7644, -3.4026, -0.5536], [-4.8176, -2.5760, -0.8862], [-4.5964, -1.2781, -1.3827], [-3.3218, -0.7748, -1.5416], [-2.2424, -1.5891, -1.1909], [-0.8509, -1.3724, -1.2648], [-0.3165, -2.5070, -0.8818], [1.1276, -2.7467, -0.9293], [1.8359, -3.8128, -0.5047], [3.4836, -3.5620, -0.8547], [3.1159, -2.0655, -1.5716], [1.8536, -1.7574, -1.5465], [-1.0333, -4.3894, -0.2709], [-3.9266, -4.4113, -0.1879], [-5.8331, -2.9370, -0.7758], [-5.4480, -0.6644, -1.6533], [-3.1707, 0.2183, -1.9344], [1.4965, -4.7052, 0.0061], [3.8854, -1.4251, -1.9965], [0.8816, -1.5894, 2.4997], [0.5217, -0.1411, 1.4533], [1.2429, 1.2055, 2.4481], [-1.2901, 0.1056, 1.6089], [-2.0840, -0.6438, 2.4751], [-3.4609, -0.4495, 2.5278], [-4.0577, 0.5167, 1.7317], [-3.2785, 1.2739, 0.8670], [-1.9046, 1.0665, 0.7791], [-0.8195, 1.9708, -0.3809], [-0.6308, 3.5926, 0.4310], [-1.7978, 2.4431, -1.8445], [0.3389, -2.4763, 2.1671], [0.6406, -1.3895, 3.5443], [1.9502, -1.7872, 2.4153], [0.7356, 1.2810, 3.4094], [1.1849, 2.1579, 1.9218], [2.2992, 0.9798, 2.5977], [-1.6335, -1.3888, 3.1207], [-4.0653, -1.0484, 3.2000], [-5.1288, 0.6755, 1.7767], [-3.7601, 2.0188, 0.2398], [-1.6229, 4.0176, 0.5842], [-0.0440, 4.2514, -0.2102], [-0.1324, 3.5067, 1.3949], [-2.8060, 2.7803, -1.5975], [-1.8413, 1.6343, -2.5669], [-1.2608, 3.2691, -2.3144], [2.9101, 0.3941, -0.0765], [3.8484, 1.2126, -0.5591], [5.0684, 1.1810, 0.0373], [6.0818, 1.9880, -0.3861], [5.8440, 2.8537, -1.4567], [4.6078, 2.8649, -2.0537], [3.5698, 2.0275, -1.6080], [1.9968, 2.0018, -2.2997], [5.1430, 0.4821, 0.8579], [7.0408, 1.9406, 0.1138], [6.6301, 3.5089, -1.8165], [4.3891, 3.5187, -2.8872]], "mulliken_spin": [3.732, 0.001, -0.004, -0.001, 0.001, -0.001, -0.005, -0.005, 0.060, -0.012, 0.004, -0.011, 0.004, 0.011, 0.030, 0.000, 0.000, 0.000, 0.000, 0.000, 0.000, 0.001, 0.023, -0.021, -0.003, 0.027, 0.006, 0.000, 0.002, 0.001, 0.001, 0.017, 0.004, 0.006, 0.001, 0.003, -0.003, 0.002, -0.001, 0.000, 0.000, 0.000, 0.000, 0.001, 0.002, 0.000, 0.000, 0.000, 0.000, 0.000, 0.045, -0.004, -0.003, 0.006, -0.004, 0.004, -0.012, 0.095, 0.001, 0.000, 0.000, -0.001], "charge": 1, "orbital_gap_ev": [7.5, 7.8], "multiplicity": 5, "lumo_energy_ev": [-2.53, -2.57]}

***

{"formula": "C25H27GeO9Ti", "method": "ωB97M-V/def2-TZVPD", "elements": ["Ti", "C", "C", "O", "C", "C", "O", "C", "C", "O", "C", "C", "O", "H", "H", "H", "H", "H", "H", "H", "H", "H", "H", "H", "H", "H", "H", "H", "H", "O", "C", "C", "O", "C", "C", "O", "C", "O", "O", "Ge", "C", "C", "C", "C", "C", "C", "C", "C", "C", "C", "C", "C", "H", "H", "H", "H", "H", "H", "H", "H", "H", "H", "H"], "positions_angstrom": [[-0.4514, 0.2647, -0.0973], [-0.2157, 3.1707, 0.7005], [1.2497, 2.7764, 0.9215], [1.4425, 1.4710, 0.3771], [2.2419, 0.5880, 1.1483], [1.4333, -0.0088, 2.3078], [0.2029, -0.4948, 1.7735], [-0.7485, -0.8291, 2.7796], [-2.0425, -1.1750, 2.0422], [-2.3030, -0.1877, 1.0507], [-3.0473, 0.9663, 1.4612], [-2.3924, 2.1694, 0.7857], [-1.0031, 2.0413, 1.0787], [-0.3890, 3.4193, -0.3585], [-0.4734, 4.0356, 1.3303], [1.4786, 2.7820, 1.9928], [1.9112, 3.4821, 0.4042], [3.1405, 1.0941, 1.5230], [2.5367, -0.2155, 0.4595], [1.2187, 0.7581, 3.0692], [2.0025, -0.8262, 2.7730], [-0.8935, 0.0342, 3.4497], [-0.3949, -1.6848, 3.3698], [-2.8876, -1.2742, 2.7303], [-1.9175, -2.1169, 1.4924], [-3.0061, 1.0833, 2.5508], [-4.0900, 0.8626, 1.1374], [-2.7923, 3.1018, 1.2016], [-2.5516, 2.1453, -0.3054], [2.8428, 1.2076, -4.8130], [2.1447, 1.0063, -3.8627], [2.2918, -0.1506, -2.8550], [3.2202, -0.9314, -2.7775], [1.1446, -0.0159, -1.9870], [0.3951, 1.1398, -2.2872], [-0.6558, 1.3751, -1.5278], [0.9395, 1.8589, -3.4156], [0.6002, 2.9225, -3.8952], [0.7331, -0.7678, -0.9878], [-1.9478, -1.0750, -1.6531], [-2.4068, -2.8472, -0.8607], [-3.7252, -3.0820, -0.4885], [-4.1096, -4.3228, -0.0131], [-3.1738, -5.3376, 0.1049], [-1.8555, -5.1096, -0.2569], [-1.4692, -3.8652, -0.7275], [-1.3291, -1.1341, -3.5237], [-0.2046, -1.8416, -3.9394], [0.1578, -1.8445, -5.2745], [-0.5953, -1.1381, -6.1988], [-1.7169, -0.4322, -5.7920], [-2.0688, -0.4127, -4.4553], [-3.3642, -0.4161, -1.7600], [-4.4509, -2.2868, -0.6036], [-5.1378, -4.5048, 0.2607], [-3.4711, -6.3063, 0.4784], [-1.1313, -5.9065, -0.1741], [-0.4399, -3.6772, -1.0120], [0.3847, -2.3925, -3.2177], [1.0325, -2.3915, -5.5954], [-0.2990, -1.1274, -7.2371], [-2.3077, 0.1091, -6.5152], [-2.9329, 0.1484, -4.1186]], "mulliken_spin": [1.208, 0.000, -0.005, 0.033, 0.011, -0.009, -0.015, -0.001, 0.030, 0.045, 0.016, 0.000, -0.022, 0.003, 0.000, -0.001, 0.000, 0.002, 0.000, 0.000, 0.000, -0.004, 0.006, 0.006, -0.019, 0.002, -0.001, 0.003, 0.002, 0.008, -0.003, -0.001, 0.012, 0.114, 0.038, 0.001, -0.001, 0.025, 0.042, 0.279, 0.049, 0.018, -0.002, 0.019, -0.010, 0.004, 0.064, 0.006, -0.013, 0.026, -0.008, 0.009, 0.018, 0.004, 0.000, 0.001, 0.000, 0.002, 0.007, 0.000, 0.001, 0.000, 0.002], "charge": 1, "orbital_gap_ev": [7.8, 6.5], "multiplicity": 3, "lumo_energy_ev": [-2.89, -4.88]}

***

{"formula": "C25H27N3O4S", "method": "ωB97M-V/def2-TZVPD", "elements": ["C", "C", "C", "C", "C", "C", "N", "S", "O", "O", "C", "C", "C", "C", "C", "O", "N", "C", "C", "N", "C", "C", "C", "C", "C", "C", "O", "C", "C", "C", "C", "C", "C", "H", "H", "H", "H", "H", "H", "H", "H", "H", "H", "H", "H", "H", "H", "H", "H", "H", "H", "H", "H", "H", "H", "H", "H", "H", "H", "H"], "positions_angstrom": [[-2.6875, -3.0521, 2.0120], [-3.6178, -2.0786, 1.3566], [-4.6622, -2.5428, 0.5694], [-5.5160, -1.6635, -0.0724], [-5.3263, -0.3031, 0.0632], [-4.2829, 0.1784, 0.8459], [-4.1171, 1.5796, 0.8687], [-3.5135, 2.2543, -0.5495], [-3.0743, 3.5738, -0.2014], [-4.4739, 2.0918, -1.5940], [-2.1057, 1.1869, -0.8338], [-2.3270, -0.0534, -1.4004], [-1.3335, -1.0144, -1.3282], [-0.1268, -0.7164, -0.7059], [0.8593, -1.8090, -0.4131], [0.6416, -2.5919, 0.4955], [1.9528, -1.8705, -1.1947], [2.2792, -0.9270, -2.2318], [3.3460, 0.0576, -1.7174], [4.0704, -0.5572, -0.6213], [4.9711, 0.2400, 0.0870], [6.3164, -0.0935, 0.2305], [7.1815, 0.6779, 0.9862], [6.7243, 1.8221, 1.6091], [5.3935, 2.1798, 1.4743], [4.5171, 1.4045, 0.7351], [3.1946, 1.7565, 0.6372], [4.3727, -1.9474, -0.8668], [3.0507, -2.7417, -0.8347], [0.1052, 0.5567, -0.1910], [-0.8984, 1.5080, -0.2445], [-3.4184, -0.7015, 1.5050], [-2.2813, -0.2237, 2.3608], [-1.6809, -2.9553, 1.6029], [-2.6284, -2.8743, 3.0844], [-3.0261, -4.0717, 1.8485], [-4.8055, -3.6076, 0.4565], [-6.3265, -2.0380, -0.6793], [-5.9572, 0.4093, -0.4422], [-3.6087, 1.9426, 1.6606], [-3.2776, -0.2560, -1.8659], [-1.5033, -2.0043, -1.7234], [1.3830, -0.3937, -2.5492], [2.6648, -1.4939, -3.0864], [4.0263, 0.3263, -2.5438], [2.8749, 0.9690, -1.3516], [6.7016, -0.9688, -0.2692], [8.2166, 0.3855, 1.0753], [7.3896, 2.4347, 2.1969], [5.0195, 3.0694, 1.9654], [3.0477, 2.5579, 1.1549], [4.8768, -2.0877, -1.8370], [5.0263, -2.3228, -0.0805], [2.8394, -3.1171, 0.1686], [3.0990, -3.5921, -1.5245], [1.0501, 0.7796, 0.2809], [-0.7734, 2.4935, 0.1772], [-2.4838, -0.4427, 3.4099], [-1.3651, -0.7426, 2.0842], [-2.1053, 0.8448, 2.2628]], "mulliken_charge": [-1.342, 1.226, -0.903, -0.884, -0.271, -0.756, -0.317, 1.323, -0.718, -0.669, 0.026, -0.605, -0.635, 0.249, 0.146, -0.739, 0.170, -0.807, -0.861, 0.452, 0.208, -0.496, -0.877, -0.667, -0.795, 0.946, -0.328, -0.848, -1.139, -0.022, -1.074, 1.361, -1.849, 0.170, 0.317, 0.424, 0.381, 0.404, 0.509, 0.505, 0.672, 0.563, 0.382, 0.461, 0.322, 0.488, 0.461, 0.385, 0.382, 0.290, 0.270, 0.343, 0.560, 0.505, 0.270, 0.796, 0.497, 0.401, 0.327, 0.408], "smiles": "Cc1cccc(NS(=O)(=O)c2ccc(C(=O)N3CCN(c4ccccc4O)CC3)cc2)c1C", "charge": 0, "e_above_lowest_ev": 1.2866, "orbital_gap_ev": 8.6, "multiplicity": 1, "lumo_energy_ev": 0.40}